{"formula": "C40H107N9O11", "method": "the ωB97M-V functional and the def2-TZVPD basis", "smiles": "COC[C@H](C)N.COC[C@H](C)N.COC[C@H](C)N.COC[C@H](C)N.COC[C@H](C)N.COC[C@H](C)N.COC[C@H](C)N.COCCNCCOC.COCCNCCOC", "multiplicity": 1, "lumo_energy_ev": 0.5415, "fmax_ev_per_a": 3.4, "relative_energy_ev": 0.928, "total_energy_ha": -2908.37357, "gap_ev": 9.3295, "symbols": ["C", "O", "C", "C", "C", "N", "H", "H", "H", "H", "H", "H", "H", "H", "H", "H", "H", "C", "O", "C", "C", "C", "N", "H", "H", "H", "H", "H", "H", "H", "H", "H", "H", "H", "C", "O", "C", "C", "C", "N", "H", "H", "H", "H", "H", "H", "H", "H", "H", "H", "H", "C", "O", "C", "C", "C", "N", "H", "H", "H", "H", "H", "H", "H", "H", "H", "H", "H", "C", "O", "C", "C", "C", "N", "H", "H", "H", "H", "H", "H", "H", "H", "H", "H", "H", "C", "O", "C", "C", "C", "N", "H", "H", "H", "H", "H", "H", "H", "H", "H", "H", "H", "C", "O", "C", "C", "C", "N", "H", "H", "H", "H", "H", "H", "H", "H", "H", "H", "H", "C", "O", "C", "C", "N", "C", "C", "O", "C", "H", "H", "H", "H", "H", "H", "H", "H", "H", "H", "H", "H", "H", "H", "H", "C", "O", "C", "C", "N", "C", "C", "O", "C", "H", "H", "H", "H", "H", "H", "H", "H", "H", "H", "H", "H", "H", "H", "H"], "positions_angstrom": [[-6.28, 5.84, 2.01], [-5.67, 5.27, 0.89], [-4.41, 5.81, 0.72], [-3.76, 5.51, -0.59], [-4.64, 5.88, -1.70], [-3.29, 4.17, -0.68], [-6.54, 6.89, 1.86], [-5.67, 5.68, 2.91], [-7.20, 5.27, 2.17], [-4.47, 6.90, 0.95], [-3.73, 5.47, 1.53], [-2.88, 6.16, -0.56], [-4.09, 5.77, -2.63], [-5.05, 6.87, -1.55], [-5.49, 5.20, -1.72], [-2.54, 3.96, -0.04], [-3.98, 3.44, -0.51], [2.68, 2.37, -3.95], [2.06, 3.47, -3.24], [2.60, 3.74, -1.96], [3.94, 4.46, -2.02], [4.52, 4.78, -0.65], [3.76, 5.75, -2.78], [2.75, 1.49, -3.31], [3.67, 2.67, -4.31], [2.11, 2.17, -4.86], [1.84, 4.34, -1.45], [2.66, 2.81, -1.34], [4.56, 3.86, -2.70], [3.74, 5.22, -0.02], [5.36, 5.48, -0.66], [4.94, 3.87, -0.20], [3.40, 5.50, -3.70], [3.01, 6.29, -2.35], [1.75, -5.21, -1.88], [2.96, -5.32, -1.13], [3.05, -4.39, -0.12], [4.35, -3.63, -0.27], [4.42, -2.98, -1.63], [5.50, -4.50, 0.05], [1.68, -6.11, -2.48], [1.78, -4.29, -2.49], [0.86, -5.16, -1.24], [2.22, -3.67, -0.20], [3.00, -4.90, 0.85], [4.25, -2.80, 0.46], [3.60, -2.30, -1.91], [4.49, -3.68, -2.47], [5.32, -2.35, -1.67], [6.37, -4.02, -0.21], [5.52, -5.32, -0.57], [3.45, 2.61, 5.82], [3.87, 1.30, 5.50], [3.08, 0.72, 4.51], [3.50, -0.69, 4.28], [4.89, -0.77, 3.70], [2.48, -1.31, 3.41], [3.99, 2.94, 6.70], [2.37, 2.67, 6.07], [3.65, 3.32, 4.99], [2.01, 0.73, 4.77], [3.20, 1.29, 3.56], [3.51, -1.21, 5.25], [5.15, -0.05, 2.92], [4.98, -1.75, 3.18], [5.73, -0.94, 4.39], [2.23, -0.67, 2.66], [2.74, -2.24, 3.14], [0.91, 3.19, 2.17], [-0.41, 3.31, 1.68], [-1.37, 2.55, 2.38], [-1.46, 2.91, 3.84], [-2.40, 1.98, 4.56], [-2.01, 4.31, 3.93], [1.47, 3.64, 1.34], [1.31, 2.17, 2.24], [1.15, 3.77, 3.07], [-2.32, 2.83, 1.90], [-1.25, 1.48, 2.18], [-0.48, 2.81, 4.34], [-3.23, 1.72, 3.89], [-2.84, 2.41, 5.46], [-1.88, 1.07, 4.89], [-1.54, 4.89, 3.22], [-1.81, 4.70, 4.84], [-1.14, -4.16, -3.91], [-1.24, -5.06, -4.96], [-1.19, -6.34, -4.51], [-1.38, -7.32, -5.63], [-2.67, -7.08, -6.33], [-1.55, -8.61, -4.94], [-1.93, -4.38, -3.17], [-1.36, -3.13, -4.19], [-0.16, -4.23, -3.43], [-0.27, -6.53, -3.93], [-2.03, -6.51, -3.81], [-0.52, -7.36, -6.29], [-2.82, -6.11, -6.82], [-3.51, -7.13, -5.62], [-2.90, -7.84, -7.08], [-1.57, -9.35, -5.65], [-0.68, -8.86, -4.44], [-5.37, -1.13, 6.79], [-6.24, -1.65, 5.93], [-6.60, -0.71, 4.89], [-7.62, -1.35, 4.03], [-7.07, -2.55, 3.35], [-7.93, -0.38, 2.95], [-5.88, -0.50, 7.53], [-4.58, -0.53, 6.31], [-4.88, -1.96, 7.30], [-6.99, 0.20, 5.38], [-5.68, -0.47, 4.32], [-8.54, -1.55, 4.60], [-7.77, -2.92, 2.58], [-6.95, -3.39, 4.03], [-6.19, -2.26, 2.78], [-8.47, -0.82, 2.21], [-8.47, 0.42, 3.27], [5.30, 0.84, -0.74], [5.12, 0.96, -2.11], [6.19, 0.39, -2.84], [5.97, 0.48, -4.33], [4.74, -0.17, -4.84], [5.02, -1.59, -5.05], [3.89, -2.39, -5.63], [2.85, -2.70, -4.73], [1.66, -1.98, -4.96], [4.62, 1.45, -0.16], [6.34, 1.09, -0.43], [5.18, -0.19, -0.36], [6.32, -0.66, -2.50], [7.16, 0.88, -2.63], [6.86, 0.04, -4.78], [5.94, 1.52, -4.65], [4.17, -0.07, -3.99], [5.27, -2.07, -4.09], [5.86, -1.63, -5.74], [4.34, -3.30, -6.05], [3.49, -1.87, -6.52], [1.82, -0.89, -4.83], [0.94, -2.31, -4.22], [1.13, -2.07, -5.92], [2.13, 0.05, 0.24], [1.09, -0.53, 0.90], [-0.14, -0.41, 0.19], [-1.27, -0.99, 1.08], [-2.50, -0.70, 0.47], [-3.64, -0.97, 1.36], [-4.80, -0.22, 0.82], [-4.43, 1.16, 0.69], [-4.93, 1.92, 1.68], [1.99, 1.14, 0.20], [2.17, -0.37, -0.78], [3.10, -0.16, 0.68], [-0.15, -0.78, -0.85], [-0.37, 0.69, 0.07], [-1.13, -0.53, 2.07], [-1.05, -2.06, 1.18], [-2.55, 0.31, 0.29], [-3.50, -0.75, 2.43], [-3.80, -2.06, 1.24], [-5.69, -0.33, 1.44], [-5.01, -0.57, -0.20], [-6.02, 2.02, 1.64], [-4.60, 2.97, 1.64], [-4.66, 1.53, 2.67]], "lowdin_charge": [-0.12, -0.18, -0.27, -0.49, -0.07, 0.07, 0.09, 0.09, 0.09, 0.13, 0.12, 0.15, 0.08, 0.09, 0.09, 0.06, 0.07, -0.08, -0.19, -0.23, -0.42, -0.06, 0.03, 0.07, 0.08, 0.09, 0.13, 0.11, 0.12, 0.08, 0.08, 0.06, 0.06, 0.07, -0.09, -0.18, -0.25, -0.43, -0.08, 0.05, 0.08, 0.07, 0.10, 0.12, 0.13, 0.12, 0.08, 0.08, 0.05, 0.07, 0.08, -0.11, -0.17, -0.26, -0.43, -0.07, 0.07, 0.09, 0.09, 0.09, 0.13, 0.13, 0.14, 0.07, 0.07, 0.08, 0.03, 0.06, -0.10, -0.18, -0.21, -0.43, -0.06, 0.06, 0.08, 0.07, 0.09, 0.11, 0.11, 0.12, 0.05, 0.08, 0.09, 0.07, 0.07, -0.11, -0.16, -0.27, -0.45, -0.08, 0.01, 0.10, 0.09, 0.06, 0.12, 0.14, 0.14, 0.08, 0.09, 0.08, 0.08, 0.08, -0.18, -0.18, -0.19, -0.45, -0.06, 0.03, 0.09, 0.09, 0.09, 0.14, 0.12, 0.15, 0.09, 0.09, 0.07, 0.07, 0.08, -0.14, -0.19, -0.23, -0.21, -0.03, -0.22, -0.23, -0.18, -0.11, 0.07, 0.10, 0.08, 0.11, 0.13, 0.12, 0.11, 0.08, 0.10, 0.12, 0.12, 0.13, 0.08, 0.06, 0.10, -0.15, -0.21, -0.19, -0.24, -0.06, -0.21, -0.19, -0.19, -0.16, 0.08, 0.09, 0.07, 0.13, 0.13, 0.11, 0.13, 0.11, 0.12, 0.13, 0.09, 0.13, 0.10, 0.07, 0.07]}


{"formula": "C40H110N10O10", "method": "the ωB97M-V functional and the def2-TZVPD basis", "smiles": "COC[C@H](C)N.COC[C@H](C)N.COC[C@H](C)N.COC[C@H](C)N.COC[C@H](C)N.COC[C@H](C)N.COC[C@H](C)N.COC[C@H](C)N.COC[C@H](C)N.COC[C@H](C)N", "multiplicity": 1, "lumo_energy_ev": 0.4768, "fmax_ev_per_a": 3.8, "relative_energy_ev": 4.106, "total_energy_ha": -2889.66027, "gap_ev": 9.1019, "symbols": ["C", "O", "C", "C", "C", "N", "H", "H", "H", "H", "H", "H", "H", "H", "H", "H", "H", "C", "O", "C", "C", "C", "N", "H", "H", "H", "H", "H", "H", "H", "H", "H", "H", "H", "C", "O", "C", "C", "C", "N", "H", "H", "H", "H", "H", "H", "H", "H", "H", "H", "H", "C", "O", "C", "C", "C", "N", "H", "H", "H", "H", "H", "H", "H", "H", "H", "H", "H", "C", "O", "C", "C", "C", "N", "H", "H", "H", "H", "H", "H", "H", "H", "H", "H", "H", "C", "O", "C", "C", "C", "N", "H", "H", "H", "H", "H", "H", "H", "H", "H", "H", "H", "C", "O", "C", "C", "C", "N", "H", "H", "H", "H", "H", "H", "H", "H", "H", "H", "H", "C", "O", "C", "C", "C", "N", "H", "H", "H", "H", "H", "H", "H", "H", "H", "H", "H", "C", "O", "C", "C", "C", "N", "H", "H", "H", "H", "H", "H", "H", "H", "H", "H", "H", "C", "O", "C", "C", "C", "N", "H", "H", "H", "H", "H", "H", "H", "H", "H", "H", "H"], "positions_angstrom": [[-2.75, -5.17, -2.51], [-2.87, -5.07, -1.16], [-1.67, -4.55, -0.58], [-1.68, -4.90, 0.87], [-1.75, -6.45, 1.18], [-2.73, -4.11, 1.57], [-1.84, -5.65, -2.88], [-2.73, -4.12, -2.97], [-3.60, -5.73, -2.80], [-0.77, -4.99, -1.04], [-1.71, -3.46, -0.71], [-0.72, -4.65, 1.36], [-0.93, -6.78, 1.76], [-1.82, -7.06, 0.21], [-2.67, -6.69, 1.75], [-3.54, -4.37, 1.03], [-2.78, -4.26, 2.61], [2.34, -6.59, -1.33], [2.89, -5.33, -1.39], [2.44, -4.51, -2.52], [1.47, -3.46, -2.00], [0.68, -2.88, -3.17], [2.31, -2.46, -1.34], [2.62, -7.22, -2.16], [1.17, -6.63, -1.38], [2.68, -7.00, -0.36], [3.41, -4.07, -2.82], [2.05, -5.13, -3.30], [0.74, -3.83, -1.29], [0.20, -3.62, -3.80], [1.38, -2.21, -3.73], [-0.05, -2.20, -2.70], [2.98, -2.95, -0.73], [1.69, -2.00, -0.67], [-2.88, 4.89, -4.71], [-3.09, 3.84, -3.77], [-4.43, 3.81, -3.25], [-4.27, 2.88, -2.02], [-5.58, 2.67, -1.37], [-3.39, 3.34, -0.96], [-3.42, 4.69, -5.63], [-1.78, 4.89, -4.99], [-3.05, 5.88, -4.20], [-4.67, 4.82, -2.89], [-5.10, 3.55, -4.01], [-3.90, 1.96, -2.38], [-6.35, 2.42, -2.09], [-5.85, 3.68, -0.99], [-5.53, 2.11, -0.42], [-3.31, 2.58, -0.30], [-2.47, 3.64, -1.22], [-0.05, -3.50, 4.92], [0.84, -3.32, 3.78], [2.11, -4.04, 4.09], [3.27, -3.68, 3.11], [3.88, -2.39, 3.58], [2.82, -3.64, 1.74], [-1.05, -3.11, 4.67], [0.32, -2.78, 5.76], [-0.16, -4.52, 5.24], [2.42, -3.85, 5.13], [1.81, -5.04, 3.90], [4.07, -4.38, 3.21], [4.80, -2.24, 3.01], [4.17, -2.43, 4.63], [3.23, -1.51, 3.48], [1.98, -3.12, 1.50], [2.66, -4.57, 1.35], [-1.56, 0.60, -2.06], [-1.16, 0.72, -0.75], [-0.33, -0.33, -0.30], [-0.24, -0.39, 1.20], [0.82, 0.42, 1.88], [-0.01, -1.78, 1.54], [-0.69, 0.45, -2.68], [-2.08, 1.51, -2.41], [-2.33, -0.17, -2.18], [-0.73, -1.29, -0.69], [0.63, -0.17, -0.79], [-1.27, -0.07, 1.53], [0.70, 1.49, 1.69], [1.79, 0.24, 1.28], [0.89, 0.19, 2.93], [0.35, -1.89, 2.50], [-0.70, -2.42, 1.23], [6.92, -0.52, -2.13], [5.96, 0.46, -2.23], [5.06, 0.44, -1.10], [4.17, 1.71, -1.18], [3.34, 1.90, -2.44], [5.10, 2.79, -0.81], [7.52, -0.53, -3.04], [6.54, -1.48, -1.90], [7.61, -0.35, -1.22], [4.60, -0.54, -1.01], [5.67, 0.63, -0.21], [3.52, 1.64, -0.29], [3.98, 2.23, -3.25], [2.63, 2.74, -2.29], [2.81, 1.00, -2.71], [5.63, 3.01, -1.67], [4.49, 3.59, -0.78], [-7.06, 1.24, -5.24], [-5.86, 0.87, -4.56], [-5.46, -0.43, -4.93], [-4.02, -0.61, -4.41], [-3.13, 0.40, -5.24], [-3.54, -1.95, -4.76], [-7.02, 0.94, -6.28], [-7.08, 2.29, -5.11], [-7.93, 0.79, -4.82], [-6.12, -1.17, -4.49], [-5.48, -0.53, -6.02], [-3.84, -0.58, -3.35], [-2.03, 0.32, -4.87], [-3.44, 1.41, -5.06], [-3.15, 0.22, -6.32], [-4.19, -2.74, -4.51], [-2.59, -2.03, -4.36], [5.04, 1.33, 2.58], [5.32, 1.77, 3.86], [4.26, 2.50, 4.42], [4.74, 3.17, 5.66], [3.67, 3.91, 6.33], [5.86, 4.06, 5.35], [5.33, 1.96, 1.74], [4.02, 1.08, 2.55], [5.52, 0.35, 2.50], [3.98, 3.34, 3.75], [3.42, 1.92, 4.61], [5.07, 2.38, 6.26], [3.97, 4.39, 7.27], [2.77, 3.31, 6.43], [3.47, 4.75, 5.74], [6.46, 4.30, 6.15], [6.49, 3.65, 4.68], [4.13, 5.62, 0.89], [3.16, 4.91, 0.16], [1.98, 4.84, 0.83], [1.03, 3.83, 0.16], [0.75, 4.28, -1.25], [-0.10, 3.52, 0.99], [5.06, 5.52, 0.35], [4.27, 5.09, 1.89], [3.76, 6.64, 1.07], [2.13, 4.34, 1.78], [1.50, 5.86, 0.94], [1.74, 2.99, 0.06], [1.69, 4.66, -1.66], [-0.05, 5.01, -1.43], [0.47, 3.40, -1.90], [-0.74, 2.83, 0.58], [-0.70, 4.31, 1.13], [-3.30, 3.49, 2.70], [-2.97, 2.10, 2.61], [-4.12, 1.29, 3.12], [-4.00, -0.18, 2.68], [-4.15, -0.18, 1.15], [-5.18, -0.87, 3.22], [-3.89, 3.56, 3.63], [-3.99, 3.70, 1.88], [-2.39, 4.10, 2.69], [-4.18, 1.36, 4.20], [-5.02, 1.68, 2.70], [-3.06, -0.56, 3.10], [-3.80, -1.10, 0.77], [-3.58, 0.68, 0.77], [-5.20, 0.02, 1.00], [-5.40, -0.84, 4.18], [-5.37, -1.82, 2.87]], "lowdin_charge": [-0.13, -0.18, -0.22, -0.41, -0.04, 0.04, 0.09, 0.09, 0.08, 0.10, 0.12, 0.12, 0.04, 0.10, 0.08, 0.06, 0.09, -0.16, -0.21, -0.15, -0.45, -0.05, 0.06, 0.07, 0.10, 0.09, 0.14, 0.11, 0.10, 0.07, 0.10, 0.05, 0.07, 0.04, -0.11, -0.23, -0.15, -0.45, -0.06, 0.08, 0.08, 0.10, 0.10, 0.13, 0.10, 0.08, 0.07, 0.09, 0.07, 0.04, 0.06, -0.10, -0.26, -0.15, -0.42, -0.07, 0.06, 0.08, 0.12, 0.07, 0.12, 0.10, 0.13, 0.08, 0.08, 0.07, 0.04, 0.07, -0.13, -0.19, -0.20, -0.43, -0.04, 0.07, 0.09, 0.07, 0.08, 0.10, 0.12, 0.13, 0.05, 0.10, 0.07, 0.06, 0.03, -0.15, -0.19, -0.17, -0.42, -0.03, 0.05, 0.09, 0.06, 0.11, 0.11, 0.10, 0.12, 0.07, 0.05, 0.07, 0.09, 0.03, -0.09, -0.21, -0.20, -0.40, -0.04, 0.00, 0.09, 0.07, 0.08, 0.13, 0.12, 0.10, 0.09, 0.04, 0.08, 0.08, 0.07, -0.11, -0.16, -0.22, -0.48, -0.07, 0.05, 0.08, 0.05, 0.09, 0.13, 0.11, 0.12, 0.09, 0.09, 0.06, 0.09, 0.06, -0.09, -0.23, -0.25, -0.44, -0.07, 0.06, 0.09, 0.10, 0.10, 0.12, 0.15, 0.12, 0.07, 0.08, 0.08, 0.07, 0.06, -0.11, -0.22, -0.17, -0.41, -0.05, 0.02, 0.08, 0.08, 0.08, 0.12, 0.11, 0.13, 0.05, 0.05, 0.08, 0.05, 0.08]}